C27H56BrN11OPt as an isolated structure at a distorted geometry, computed with wB97M-V/def2-TZVPD.

Structure (XYZ):
```
97
Properties=species:S:1:pos:R:3
Pt 0.36 -0.14 0.54
C 3.61 -4.40 0.65
N 3.41 -2.91 0.63
C 4.69 -2.12 0.56
C 2.17 -2.42 0.59
N 1.82 -1.31 1.24
C 2.46 -0.97 2.47
C 1.62 -0.03 3.27
N 0.83 1.00 2.42
C -0.53 1.31 3.04
C -1.70 1.44 1.94
N -1.32 0.87 0.62
C -2.10 0.88 -0.46
N -1.60 0.64 -1.66
C -2.46 0.08 -2.75
C -0.27 1.03 -2.13
N -3.47 0.99 -0.35
C -4.16 0.40 0.72
C -4.22 1.96 -1.15
C 1.64 2.18 2.10
C 0.87 3.37 1.53
N 1.77 4.13 0.65
C 1.75 5.42 0.58
N 0.67 6.17 1.09
C -0.69 5.84 0.62
C 0.83 7.20 2.13
N 2.67 6.10 -0.13
C 3.80 5.35 -0.73
C 2.54 7.46 -0.55
N 1.28 -2.91 -0.35
C -0.12 -3.09 -0.16
C 1.82 -2.87 -1.72
H 4.13 -4.70 1.53
H 4.19 -4.81 -0.23
H 2.61 -4.82 0.56
H 4.38 -1.11 0.37
H 5.38 -2.53 -0.17
H 5.06 -2.22 1.60
H 3.39 -0.45 2.10
H 2.74 -1.87 3.06
H 2.27 0.48 3.99
H 0.86 -0.67 3.78
H -0.45 2.28 3.54
H -0.78 0.49 3.73
H -1.99 2.53 1.90
H -2.55 0.79 2.35
H -3.48 -0.10 -2.39
H -2.03 -0.86 -3.16
H -2.58 0.80 -3.59
H 0.44 1.18 -1.31
H -0.21 1.97 -2.76
H 0.33 0.22 -2.64
H -3.61 -0.50 1.09
H -5.20 0.14 0.37
H -4.31 1.13 1.57
H -5.02 2.40 -0.52
H -4.83 1.46 -1.91
H -3.59 2.73 -1.60
H 2.48 1.88 1.41
H 2.14 2.53 3.07
H 0.52 3.93 2.39
H -0.08 3.18 0.94
H -0.59 5.09 -0.19
H -1.16 6.71 0.11
H -1.36 5.52 1.39
H 0.17 8.03 1.89
H 1.89 7.43 2.12
H 0.61 6.75 3.12
H 3.28 4.65 -1.47
H 4.34 4.71 0.02
H 4.39 6.08 -1.25
H 1.52 7.82 -0.55
H 2.93 7.58 -1.61
H 3.10 8.17 0.08
H -0.70 -2.16 -0.29
H -0.32 -3.43 0.87
H -0.45 -3.89 -0.89
H 2.84 -3.32 -1.74
H 1.92 -1.78 -2.05
H 1.22 -3.43 -2.40
C 1.43 -6.98 -2.30
O 2.71 -6.40 -2.12
H 0.68 -6.35 -2.90
H 1.07 -7.18 -1.27
H 1.55 -7.93 -2.77
H 3.13 -6.16 -2.97
Br -4.31 -4.08 -4.21
C -4.42 -5.08 -2.60
C -5.49 -5.98 -2.52
C -5.68 -6.78 -1.43
C -4.69 -6.69 -0.42
C -3.74 -5.71 -0.50
N -3.59 -4.92 -1.57
H -6.17 -6.11 -3.35
H -6.61 -7.40 -1.25
H -4.64 -7.37 0.43
H -2.99 -5.52 0.25
```

Properties
* Kohn-Sham gap (alpha / beta): 8.1 / 3.8 eV
* spin multiplicity: 5
* net charge: +4